Molecular formula: C3H13N3O
Method: DFT, ωB97M-V/def2-TZVPD

Element x y z (Å)
N 2.3086 -1.4823 -0.6155
C 2.1489 -0.0063 -0.3057
C 0.8535 0.7493 -0.8189
N -0.3235 0.2737 -0.1051
C -1.3649 1.2703 -0.1674
N -2.5843 0.9812 0.5811
H 2.5368 -1.9984 0.2161
H 3.1309 -1.5003 -1.2158
H 2.2791 0.0428 0.7191
H 2.9174 0.6536 -0.6824
H 0.8472 0.5893 -1.8682
H 0.8032 1.8426 -0.5456
H -0.4660 -0.6694 -0.5174
H -1.1135 2.2388 0.0887
H -1.6818 1.4389 -1.1748
H -2.4165 1.0486 1.6529
H -3.3370 1.5330 0.2490
O -1.1895 -2.4083 1.2967
H -1.8633 -1.6681 1.2324
H -1.4850 -2.9290 1.9807

Calculated values
2S+1: 1
Frontier orbital gap in eV: 9.46
Energy relative to the best compared isomer or geometry (same formula, charge and spin) in kcal/mol: 53.7
HOMO level in hartree: -0.31055

List of Löwdin charges in e, atom by atom: N 0.004; C -0.234; C -0.224; N -0.071; C -0.362; N -0.012; H 0.049; H 0.052; H 0.070; H 0.089; H 0.092; H 0.123; H 0.119; H 0.081; H 0.106; H 0.114; H 0.040; O -0.059; H 0.049; H -0.027



Molecular formula: C18H42N2O4
Method: DFT, ωB97M-V/def2-TZVPD

Element x y z (Å)
C 10.0706 8.2337 -9.1525
C 9.2429 7.9873 -10.4275
C 8.3491 6.7700 -10.1238
C 8.3239 9.2101 -10.6668
C 7.8215 9.3828 -12.1067
C 8.9635 9.2384 -13.0970
C 9.5813 7.8364 -12.9589
C 8.6296 6.7167 -13.4257
C 10.7757 7.8448 -13.9322
N 10.1056 7.7236 -11.5965
O 10.9675 6.6209 -11.3957
H 10.7620 7.4245 -8.9260
H 10.6245 9.1690 -9.2113
H 9.3786 8.3528 -8.3167
H 8.9510 5.8795 -9.9117
H 7.7580 6.8998 -9.2162
H 7.6497 6.5189 -10.9229
H 7.4056 9.0829 -10.0833
H 8.7305 10.1364 -10.2558
H 6.9807 8.7291 -12.3241
H 7.4888 10.4251 -12.1445
H 9.7204 10.0050 -12.9468
H 8.5072 9.3140 -14.0867
H 7.5817 6.8963 -13.1787
H 8.8811 5.7296 -13.0356
H 8.6381 6.6676 -14.5157
H 10.4699 8.3945 -14.8313
H 11.0442 6.8961 -14.4071
H 11.6775 8.3453 -13.5844
H 10.3675 5.8531 -11.4041
C 15.3693 13.1302 -9.5826
C 14.3553 13.1484 -8.4376
C 13.6207 11.8128 -8.3791
C 15.1331 13.3321 -7.1311
C 15.6820 14.7450 -6.8953
C 14.4786 15.6836 -6.9921
C 13.6830 15.6699 -8.3276
C 12.3707 16.3921 -7.9809
C 14.3845 16.3470 -9.4894
N 13.3745 14.2431 -8.5797
O 12.5992 14.0868 -9.7597
H 15.9111 14.0731 -9.6326
H 16.1366 12.3584 -9.4859
H 14.8255 12.9123 -10.5050
H 14.3594 11.0137 -8.3353
H 13.0485 11.7746 -7.4476
H 12.9110 11.7409 -9.2012
H 14.6082 13.0815 -6.2043
H 15.9753 12.6312 -7.1501
H 16.1282 14.8326 -5.9074
H 16.3855 15.0517 -7.6745
H 14.7331 16.6978 -6.6738
H 13.7308 15.3440 -6.2688
H 12.5016 17.4745 -8.0019
H 11.9109 16.0417 -7.0574
H 11.5958 16.2053 -8.7342
H 13.6966 16.9816 -10.0499
H 14.7849 15.6099 -10.1786
H 15.1874 16.9896 -9.1216
H 11.7265 13.8899 -9.4022
O 10.3659 12.8029 -11.9040
H 10.5442 11.9578 -11.4685
H 10.7650 12.7109 -12.7746
O 11.7581 10.0583 -11.1821
H 12.6320 9.6622 -11.1012
H 11.1416 9.2897 -11.3202

Calculated values
2S+1: 1
Frontier orbital gap in eV: 8.57
Energy relative to the best compared isomer or geometry (same formula, charge and spin) in kcal/mol: 20.9
HOMO level in hartree: -0.29440

List of Löwdin charges in e, atom by atom: C -0.029; C -0.492; C -0.038; C -0.119; C -0.170; C -0.133; C -0.502; C -0.023; C -0.040; N -0.147; O 0.008; H 0.086; H 0.067; H 0.090; H 0.082; H 0.087; H 0.075; H 0.119; H 0.117; H 0.103; H 0.117; H 0.111; H 0.127; H 0.068; H 0.082; H 0.087; H 0.084; H 0.082; H 0.082; H 0.088; C -0.035; C -0.522; C -0.028; C -0.151; C -0.169; C -0.151; C -0.503; C -0.044; C -0.021; N -0.101; O -0.021; H 0.064; H 0.085; H 0.089; H 0.088; H 0.086; H 0.065; H 0.118; H 0.117; H 0.110; H 0.105; H 0.121; H 0.108; H 0.086; H 0.080; H 0.079; H 0.081; H 0.064; H 0.086; H 0.099; O -0.065; H -0.007; H 0.036; O -0.079; H 0.050; H 0.010



Molecular formula: C21H32FN4O3PSSi2
Method: DFT, ωB97M-V/def2-TZVPD

Element x y z (Å)
C -1.2967 -4.0635 -1.5882
C -0.8247 -2.9874 -1.9432
C 0.0474 -1.7190 -2.3127
Si -0.9856 -0.1162 -2.0795
S -0.4086 1.2073 -3.7093
O -2.6317 -0.5784 -2.1443
Si -3.6916 0.7689 -2.2988
C -5.2528 0.3781 -1.2266
C -5.6048 -1.1667 -1.1875
F -6.3971 1.1448 -1.6765
P -0.4796 0.9643 -0.1852
O -0.4174 2.6399 -0.5056
O 1.1378 0.5616 0.2722
H -1.4007 -5.1383 -1.2691
H 0.9302 -1.6738 -1.5899
H 0.3650 -1.8534 -3.3859
H 0.0098 0.3948 -4.7595
H -3.0958 2.0179 -1.7773
H -4.1446 1.0034 -3.6851
H -5.0148 0.6788 -0.1480
H -4.6794 -1.8030 -0.9866
H -5.9772 -1.4648 -2.2160
H -6.3690 -1.4206 -0.3962
H 0.1867 3.0244 0.1759
H 1.2323 -0.4190 0.2335
N 3.8032 1.1714 -1.0183
C 4.7140 0.7125 -1.9308
C 5.9266 1.2894 -1.6469
C 5.7417 2.1240 -0.5164
C 4.4226 2.0282 -0.1495
H 2.8276 0.9176 -0.9890
H 4.4212 0.0177 -2.7025
H 6.8449 1.1283 -2.1908
H 6.4908 2.7267 -0.0258
H 3.8724 2.4956 0.6524
N 1.4465 5.0193 1.2700
C 0.7192 6.0803 1.7437
C 1.2509 7.2266 1.2129
C 2.3368 6.8450 0.3824
C 2.4321 5.4788 0.4346
H 1.2828 4.0542 1.4996
H -0.1099 5.9264 2.4165
H 0.8986 8.2296 1.3989
H 2.9761 7.4997 -0.1898
H 3.1136 4.7944 -0.0471
N -3.1981 -3.3020 1.3531
C -3.8568 -4.4394 1.7355
C -4.6344 -4.1329 2.8237
C -4.4423 -2.7566 3.1055
C -3.5535 -2.2703 2.1801
H -2.5527 -3.2340 0.5818
H -3.7144 -5.3665 1.2024
H -5.2717 -4.8212 3.3575
H -4.9040 -2.1863 3.8971
H -3.1431 -1.2820 2.0394
N 1.8072 -3.2255 1.3990
C 2.2648 -2.3715 2.3705
C 3.5655 -2.7045 2.6479
C 3.9100 -3.7962 1.8100
C 2.8075 -4.0935 1.0495
H 0.8809 -3.2161 1.0038
H 1.6246 -1.6046 2.7789
H 4.2004 -2.2173 3.3719
H 4.8602 -4.3064 1.7687
H 2.6476 -4.8459 0.2930

Calculated values
2S+1: 1
Frontier orbital gap in eV: 7.81
HOMO level in hartree: -0.30521

List of Löwdin charges in e, atom by atom: C 0.054; C -0.176; C -0.263; Si 0.021; S 0.439; O -0.430; Si 0.590; C -0.430; C -0.103; F -0.123; P 0.760; O -0.361; O -0.384; H 0.065; H 0.070; H 0.083; H -0.155; H -0.010; H -0.010; H 0.114; H 0.066; H 0.085; H 0.085; H 0.022; H 0.024; N 0.008; C -0.141; C -0.114; C -0.111; C -0.151; H 0.099; H 0.103; H 0.090; H 0.091; H 0.096; N -0.009; C -0.138; C -0.108; C -0.104; C -0.134; H 0.124; H 0.106; H 0.092; H 0.093; H 0.096; N 0.004; C -0.144; C -0.112; C -0.113; C -0.150; H 0.097; H 0.103; H 0.091; H 0.091; H 0.099; N -0.006; C -0.151; C -0.105; C -0.106; C -0.142; H 0.128; H 0.106; H 0.094; H 0.093; H 0.105



Record-wise M values, in g/mol: 107.157; 350.544; 526.723